Entry 1:
The following is a DFT calculation (the ωB97M-V functional and the def2-TZVPD basis) of C37H42BN3O7RuTe as an isolated structure.

```
92
Properties=species:S:1:pos:R:3
Te 1.443 -0.433 0.124
Ru -1.255 1.598 0.144
O -0.915 4.602 -0.271
O -8.343 -0.433 -1.132
O -3.005 1.844 1.254
O -2.502 1.796 -1.524
O -7.912 -0.724 -3.290
O 0.323 3.870 1.505
O 2.129 0.968 -2.335
N -0.283 0.816 1.557
N -7.563 -0.346 -2.124
N 0.330 1.143 -0.949
C -4.155 0.827 -2.854
C -1.666 -1.382 -0.543
C -1.193 -2.675 -2.601
C 3.032 -1.987 -2.450
C -0.364 -3.233 -3.558
C -4.153 1.495 0.835
C 0.825 -3.800 1.137
C 3.080 -4.352 2.024
C -5.406 0.295 -3.011
C -6.289 0.179 -1.919
C -0.224 6.971 -0.131
C 0.514 5.204 1.350
C -4.552 1.117 -0.458
C 1.315 7.406 1.694
C 1.218 0.969 3.457
C 4.866 -0.750 0.573
C 0.570 7.849 0.610
C -5.864 0.597 -0.657
C 1.001 -3.002 -3.455
C 1.300 6.066 2.083
C 4.426 -4.102 2.265
C 2.813 -2.235 0.848
C -3.670 1.266 -1.588
C 0.695 -1.703 -1.448
C 4.957 -2.916 1.789
C 0.382 2.485 -2.972
C -0.242 5.651 0.262
C -0.915 -4.052 -4.697
C -1.167 1.675 3.703
C 2.279 -3.446 1.338
C 5.258 -5.090 3.044
C 4.173 -1.993 1.095
C -0.615 -0.742 3.389
C 1.548 -2.238 -2.430
C -0.688 -1.916 -1.549
C -0.225 0.692 2.985
C 1.006 1.464 -2.031
B -0.582 3.456 0.492
H -1.533 -1.851 0.435
H 0.522 -4.601 1.815
H 4.169 -0.110 0.038
H 1.514 1.963 3.119
H 0.198 -2.927 1.317
H 3.526 -2.552 -1.660
H -0.461 -5.045 -4.715
H -2.202 1.440 3.464
H 5.314 -0.180 1.391
H -0.619 -0.846 4.478
H -6.542 0.514 0.180
H -1.509 -0.308 -0.405
H 0.735 3.481 -2.693
H 0.638 -4.127 0.113
H 3.221 -0.925 -2.285
H 1.920 8.116 2.244
H 1.664 -3.407 -4.215
H -2.696 -1.539 -0.864
H -3.482 0.923 -3.697
H -5.747 -0.042 -3.979
H -1.615 -0.973 3.015
H 5.054 -5.007 4.115
H -0.963 2.691 3.367
H 0.096 -1.455 2.963
H 5.670 -1.027 -0.114
H 0.610 8.895 0.330
H -4.941 1.483 1.599
H -0.697 -3.573 -5.655
H -0.805 7.311 -0.978
H 6.011 -2.700 1.954
H -2.266 -2.820 -2.676
H -1.023 1.611 4.786
H 2.644 -5.278 2.394
H 1.876 5.710 2.928
H 6.324 -4.916 2.892
H -1.994 -4.172 -4.613
H 1.902 0.235 3.025
H 1.285 0.922 4.547
H 3.453 -2.284 -3.412
H 5.025 -6.113 2.743
H -0.702 2.458 -2.874
H 0.690 2.277 -3.995
```

- electronic energy (Eh) = -2513.772611
- LUMO level (alpha / beta) (hartree) = 0.14079 / 0.12994
- HOMO-LUMO gap (alpha / beta) (eV) = 3.79 / 6.02
- charge = -2
- energy above the lowest of the compared OMol25 structures with the same formula, charge and spin (kcal/mol) = 55.7
- spin multiplicity = 5

Atomic partial charges in e from the Löwdin method, atoms 1 to 2: atom 1 (Te): 1.778, atom 2 (Ru): 1.200

Entry 2:
The following is a DFT calculation (the ωB97M-V functional and the def2-TZVPD basis) of a 7-piece molecular cluster, C33H56ClFN2O24S overall.

```
118
Properties=species:S:1:pos:R:3
Cl 4.174 -0.597 1.689
S -3.264 -0.803 4.129
F 4.860 -2.919 0.041
O -2.970 -1.622 -3.077
O -9.484 -3.423 -2.594
O -7.750 -3.286 -1.108
O -1.781 2.126 -7.262
O 2.564 2.745 3.699
O 6.507 4.994 1.764
O -2.882 -3.106 -1.384
O 2.851 4.599 5.007
O -2.621 0.356 -8.442
O -6.114 -1.469 -6.930
O 6.244 2.943 0.785
O -5.849 -2.756 -5.058
O 2.874 -4.185 0.343
O 8.215 3.471 1.738
O -3.652 -2.276 3.749
O 2.741 -2.344 -1.139
O 1.586 -1.237 1.263
O -4.566 -0.092 4.628
O 4.298 2.882 5.185
O -3.599 1.041 -6.491
O -9.197 -1.569 -1.286
O -2.028 -0.835 5.307
O -4.741 -3.253 -6.997
O -1.969 -1.027 -1.107
N 2.932 -2.778 2.732
N -0.181 3.643 2.103
C -3.174 1.921 -5.466
C 7.163 1.929 0.426
C 2.863 -1.940 1.455
C 0.435 -2.151 1.241
C -2.745 0.133 2.553
C 2.243 3.522 1.017
C -8.385 -1.312 -0.156
C -2.555 -1.846 -1.796
C -8.865 -2.813 -1.739
C 2.486 -1.999 3.949
C 3.369 -2.787 0.113
C 2.236 0.204 -1.541
C 8.262 2.092 1.425
C -3.739 -3.651 -2.370
C 3.605 -2.018 5.191
C -0.721 -1.747 2.380
C -1.811 -0.791 1.558
C -7.209 -2.209 -0.367
C -3.394 -2.869 -3.596
C 2.847 1.505 -0.704
C -5.405 -1.401 -8.153
C 4.839 3.959 5.926
C -4.886 -2.792 -8.327
C 3.277 -1.067 -1.626
C 6.950 3.899 1.456
C -5.591 -2.515 -6.225
C 0.872 4.397 1.302
C 1.890 1.947 0.581
C 3.183 3.355 4.555
C 4.570 -0.670 5.153
C 3.663 4.857 6.137
C -2.296 2.890 -6.188
C -2.663 1.108 -7.483
H -3.555 -4.722 -2.495
H -1.137 -0.140 0.817
H 4.818 -0.264 6.246
H 1.170 -0.126 -1.136
H 5.555 -0.990 4.599
H 3.555 -4.660 0.938
H 3.947 5.912 6.179
H -4.251 -2.740 -4.262
H 4.212 -3.015 5.108
H 2.849 2.458 -1.423
H 4.286 -0.727 -1.145
H -0.099 -2.114 0.174
H -2.630 1.346 -4.710
H 3.983 1.352 -0.401
H -2.440 -1.544 0.890
H 2.250 -0.868 3.760
H 0.686 -3.277 1.438
H -8.101 -0.257 -0.115
H 2.039 0.604 -2.643
H 1.185 5.332 1.933
H -2.855 3.739 -6.595
H 7.502 2.106 -0.600
H -3.720 0.442 1.955
H -6.420 -1.733 -0.960
H -0.868 3.241 1.426
H -1.237 -2.753 2.756
H 0.736 1.819 0.320
H 0.253 2.878 2.674
H -2.134 1.103 2.876
H -3.928 -2.816 -8.853
H 5.627 4.435 5.334
H 3.101 4.603 7.042
H -5.596 -3.441 -8.850
H 3.937 -3.057 2.884
H 2.839 3.498 2.041
H -8.947 -1.565 0.749
H 9.240 1.820 1.018
H 0.455 4.695 0.225
H 3.505 -1.220 -2.788
H -4.601 -0.664 -8.055
H -0.267 -1.212 3.319
H 2.075 1.311 1.546
H -4.778 -3.502 -2.057
H 2.949 4.014 0.223
H 6.694 0.943 0.480
H 5.267 3.605 6.868
H -2.569 -3.316 -4.159
H -6.067 -1.099 -8.969
H -1.486 3.267 -5.558
H -6.781 -2.563 0.575
H 1.477 -2.489 4.342
H 4.040 0.202 4.550
H -4.032 2.408 -4.994
H 8.085 1.516 2.339
H -1.294 -0.221 4.999
H 2.963 -1.921 6.177
```

- electronic energy (Eh) = -4164.222090
- LUMO level (hartree) = 0.00237
- HOMO-LUMO gap (eV) = 8.86
- energy above the lowest of the compared OMol25 structures with the same formula, charge and spin (kcal/mol) = 226.2
- structure (SMILES) = CCCN[C@](Cl)(OCCCCS(=O)(=O)O)[C@](O)(F)OCCCCCCN.O=C1OCCO1.O=C1OCCO1.O=C1OCCO1.O=C1OCCO1.O=C1OCCO1.O=C1OCCO1

Atomic partial charges in e from the Löwdin method, atoms 1 to 2: atom 1 (Cl): 0.695, atom 2 (S): 0.801

Entry 3:
The following is a DFT calculation (the ωB97M-V functional and the def2-TZVPD basis) of one molecule with the formula C3H3BrO.

```
8
Properties=species:S:1:pos:R:3
Br -1.674 -0.451 -1.373
O -2.078 0.014 0.159
C 0.513 0.547 1.211
C 0.298 -0.507 -1.173
C 0.543 -0.005 0.014
H 0.819 -1.086 -2.030
H 0.697 1.558 1.242
H 0.882 -0.071 1.950
```

- electronic energy (Eh) = -2765.135282
- LUMO level (hartree) = 0.00367
- HOMO-LUMO gap (eV) = 8.83
- energy above the lowest of the compared OMol25 structures with the same formula, charge and spin (kcal/mol) = 123.8

Atomic partial charges in e from the Löwdin method, atoms 1 to 2: atom 1 (Br): 1.089, atom 2 (O): -0.792

Entry 4:
The following is a DFT calculation (the ωB97M-V functional and the def2-TZVPD basis) of a 2-piece molecular cluster, C3H3O3 overall.

```
9
Properties=species:S:1:pos:R:3
O 2.415 2.469 -2.571
O 0.150 -1.678 -1.317
O 0.192 1.261 0.389
C -0.336 -0.672 -0.950
C 1.671 2.147 -1.810
C -0.219 0.092 0.350
H -1.169 0.008 -1.496
H -1.018 -0.219 1.046
H 0.727 1.612 -0.396
```

- electronic energy (Eh) = -341.450415
- LUMO level (hartree) = -0.26076
- HOMO-LUMO gap (eV) = 9.14
- charge = +1
- energy above the lowest of the compared OMol25 structures with the same formula, charge and spin (kcal/mol) = 36.5

Atomic partial charges in e from the Löwdin method, atoms 1 to 2: atom 1 (O): 0.197, atom 2 (O): 0.193

Entry 5:
The following is a DFT calculation (the ωB97M-V functional and the def2-TZVPD basis) of one molecule with the formula C22H25N5O2S.

```
55
Properties=species:S:1:pos:R:3
S -2.005 4.385 -0.798
O 1.553 1.684 -1.686
O 2.310 -1.340 1.394
N 3.270 0.237 0.078
N -2.025 3.328 0.488
N -1.230 2.374 0.359
N 0.107 -4.415 -0.240
N 0.306 0.124 -0.626
C 4.254 0.761 1.030
C -0.921 -0.285 -0.042
C 0.533 1.370 -1.081
C 5.178 -0.373 1.478
C -0.530 -4.623 -1.377
C 2.366 -0.714 0.355
C -2.142 -1.258 1.769
C 0.060 -2.477 -2.201
C 1.360 -0.885 -0.808
C 0.714 -3.257 -0.052
C -2.097 -0.186 -0.776
C -0.511 2.379 -0.782
C -0.943 -0.833 1.232
C -5.229 -0.389 2.468
C -3.329 -1.147 1.056
C -0.804 3.467 -1.576
C 5.050 1.835 0.292
C -3.290 -0.604 -0.222
C 0.724 -2.238 -1.000
C 3.528 1.369 2.234
C -4.634 -1.555 1.675
C -0.581 -3.686 -2.398
H 2.848 2.154 1.907
H -4.203 -0.518 -0.794
H -1.104 -3.895 -3.318
H -1.017 -5.585 -1.474
H 5.925 0.007 2.169
H 1.220 -3.142 0.894
H -2.072 0.220 -1.778
H 1.879 -0.613 -1.739
H 5.561 1.406 -0.568
H -0.382 3.730 -2.523
H 4.390 2.628 -0.054
H 4.245 1.793 2.930
H 5.795 2.270 0.953
H -0.027 -0.926 1.793
H 2.955 0.601 2.745
H -5.399 0.464 1.815
H 4.600 -1.147 1.974
H 3.117 0.803 -0.748
H -4.547 -0.082 3.257
H -2.155 -1.685 2.761
H -4.476 -2.403 2.345
H -6.176 -0.679 2.918
H -5.337 -1.859 0.897
H 0.047 -1.717 -2.972
H 5.682 -0.810 0.619
```

- electronic energy (Eh) = -1675.802068
- LUMO level (hartree) = -0.00022
- HOMO-LUMO gap (eV) = 8.67
- energy above the lowest of the compared OMol25 structures with the same formula, charge and spin (kcal/mol) = 38.8
- structure (SMILES) = CCc1ccc(N(C(=O)c2csnn2)[C@@H](C(=O)NC(C)(C)C)c2cccnc2)cc1

Atomic partial charges in e from the Löwdin method, atoms 1 to 2: atom 1 (S): 1.007, atom 2 (O): 0.053

Entry 6:
The following is a DFT calculation (the ωB97M-V functional and the def2-TZVPD basis) of a 2-piece molecular cluster, CH5O2P overall.

```
9
Properties=species:S:1:pos:R:3
P 1.657 0.620 0.635
O 2.838 0.694 1.451
O 0.797 -0.683 0.825
C -0.382 -0.891 0.057
H 0.281 2.199 0.901
H -0.215 -0.657 -0.922
H -1.120 -0.435 0.634
H 1.727 0.640 -0.738
H -0.537 -1.920 0.227
```

- electronic energy (Eh) = -532.858854
- LUMO level (hartree) = 0.00720
- HOMO-LUMO gap (eV) = 10.12
- energy above the lowest of the compared OMol25 structures with the same formula, charge and spin (kcal/mol) = 43.9

Atomic partial charges in e from the Löwdin method, atoms 1 to 2: atom 1 (P): 0.545, atom 2 (O): -0.360